No. 1
DFT (ωB97M-V/def2-TZVPD) results for a cluster of 2 separate species, C23H36N7O6 in total.

XYZ file:
```
72
Properties=species:S:1:pos:R:3:lowdin_charge:R:1
O -5.592 -4.479 2.113 -0.114
O 2.770 6.210 -4.666 0.064
O 2.395 5.429 0.164 0.030
O -0.627 -1.014 3.025 0.026
O -4.031 -5.252 -0.243 -0.079
O -4.939 -0.708 2.469 0.086
N -2.783 -0.879 2.700 0.219
N 2.042 5.923 -2.006 0.116
N -4.179 -2.812 2.938 0.039
N 0.051 0.967 0.381 0.243
N 1.485 -0.465 1.277 0.228
N 4.857 5.473 -4.220 0.025
N 2.047 0.508 -0.687 0.100
C -5.928 -4.085 0.773 -0.180
C 2.318 2.818 -1.563 -0.182
C 0.313 -5.520 0.289 -0.067
C -1.808 -3.053 3.302 -0.098
C 2.144 -4.097 0.982 -0.096
C 1.909 1.373 -1.874 -0.152
C 3.565 5.643 -3.924 -0.471
C 1.580 -4.979 0.055 -0.087
C -4.014 -1.456 2.716 -0.468
C 3.067 5.048 -2.605 -0.206
C 0.155 -4.275 2.376 -0.218
C -0.396 -5.170 1.443 -0.027
C 1.434 -3.748 2.138 -0.060
C 1.194 0.348 0.308 -0.479
C 0.773 7.100 -0.308 0.005
C -0.607 -3.915 3.630 -0.097
C 5.497 5.943 -5.450 -0.043
C -5.515 -3.386 3.033 -0.133
C -3.070 -3.609 3.249 0.072
C -5.462 -5.148 -0.225 -0.210
C 2.507 3.632 -2.851 -0.131
C 1.814 6.078 -0.699 -0.554
C -1.694 -1.615 3.053 -0.379
H -0.122 -6.220 -0.420 0.109
H -3.209 -4.677 3.422 0.155
H 1.555 3.704 -3.381 0.132
H -0.192 6.811 -0.720 0.083
H -0.199 1.633 -0.326 0.122
H 5.433 5.000 -3.545 0.136
H -2.763 0.115 2.867 0.178
H -5.472 -3.124 0.513 0.123
H 1.061 8.076 -0.695 0.087
H 0.885 1.352 -2.252 0.127
H 0.041 -3.388 4.338 0.126
H -0.534 0.805 1.182 0.119
H 0.800 -0.638 2.009 0.076
H 1.885 -3.083 2.869 0.109
H 2.131 -5.263 -0.838 0.103
H 2.562 0.983 -2.658 0.129
H 2.334 -0.994 1.272 0.120
H -5.696 -3.744 4.052 0.149
H 5.032 6.873 -5.787 0.091
H 0.710 7.148 0.778 0.087
H 5.387 5.195 -6.237 0.088
H -0.929 -4.839 4.122 0.130
H 3.145 -3.710 0.814 0.097
H 6.558 6.124 -5.276 0.087
H 1.525 6.515 -2.645 0.146
H -1.377 -5.605 1.611 0.112
H 3.209 3.093 -3.490 0.120
H 1.542 3.270 -0.947 0.101
H -6.290 -2.643 2.810 0.141
H -5.820 -4.888 -1.226 0.121
H -3.629 -4.402 -0.487 0.087
H 2.901 -0.018 -0.621 0.157
H 3.258 2.812 -1.010 0.125
H 3.919 4.985 -1.926 0.147
H -7.014 -3.971 0.694 0.131
H -5.898 -6.116 0.043 0.129
```

2S+1: 1
Charge: +1
E_HOMO in hartree: -0.419
E in eV: -47147.996
Frontier orbital gap in eV: 9.063

No. 2
DFT (ωB97M-V/def2-TZVPD) results for a cluster of 8 separate species, C23H36N9O7S3 in total.

XYZ file:
```
78
Properties=species:S:1:pos:R:3:lowdin_charge:R:1
S 1.909 -1.113 1.966 0.695
S -0.407 -1.826 3.566 0.645
S 0.410 2.514 -1.554 0.575
O 0.133 -0.821 4.611 -0.421
O 2.802 -0.644 3.163 -0.455
O -2.205 -3.414 1.574 -0.005
O -0.815 -3.117 4.379 -0.435
O -5.182 -1.850 2.958 -0.024
O -3.860 -1.805 0.863 -0.032
O 2.915 -1.777 0.946 -0.477
N 6.097 -10.287 -3.284 0.129
N 2.837 -2.535 -0.577 0.041
N 4.508 4.174 1.308 0.152
N -6.989 -3.758 -1.808 0.104
N 0.198 5.738 0.018 0.132
N -4.380 8.538 -1.781 0.100
N -2.748 9.720 2.587 0.129
N 2.183 -7.051 -3.165 0.131
N 0.757 -2.359 2.378 -0.329
C 2.902 -4.090 -2.704 -0.096
C -3.383 8.586 -1.184 -0.273
C 6.374 5.841 2.137 -0.074
C -2.120 8.647 -0.429 -0.081
C -6.308 -4.406 -1.124 -0.275
C -2.710 -2.158 1.725 -0.244
C -2.016 -1.161 2.842 -0.165
C 3.728 -8.520 -1.615 -0.080
C -6.072 -0.273 1.015 -0.016
C -3.907 9.625 2.622 -0.245
C -5.445 -5.227 -0.258 -0.071
C -5.028 -1.382 1.704 -0.244
C 5.540 -10.163 -4.298 -0.265
C 4.834 -10.007 -5.581 -0.071
C -0.398 0.853 -1.234 -0.567
C 1.145 0.343 1.006 -0.260
C -5.374 9.505 2.666 -0.067
C 5.332 4.910 1.674 -0.257
C 1.326 5.934 -0.188 -0.255
C 0.528 -0.226 -0.417 -0.292
C 2.754 6.183 -0.450 -0.083
C 2.865 -7.699 -2.481 -0.253
C 2.866 -3.221 -1.516 -0.151
H -5.444 0.248 0.144 0.099
H -5.689 8.561 3.124 0.084
H -6.415 0.533 1.810 0.102
H 2.904 7.095 -1.038 0.078
H -1.383 1.025 -0.604 0.077
H -1.690 7.652 -0.279 0.056
H 5.389 -9.364 -6.272 0.083
H -5.829 10.314 3.248 0.081
H 3.145 -5.125 -2.441 0.020
H -0.131 -1.200 -0.230 0.119
H -2.263 9.091 0.562 0.016
H -5.814 9.541 1.664 0.083
H 6.582 5.716 3.205 0.083
H 4.686 -10.969 -6.082 0.081
H 3.212 5.359 -1.007 0.081
H 0.380 0.957 1.650 0.101
H -6.995 -0.797 0.507 0.095
H -1.367 9.251 -0.948 0.081
H 4.773 -8.199 -1.664 0.077
H -5.753 -5.169 0.791 0.085
H -5.472 -6.284 -0.545 0.078
H 3.701 -9.577 -1.902 0.065
H -1.933 -0.030 2.475 0.122
H -2.783 -1.122 3.756 0.129
H 1.439 -0.501 -1.130 0.110
H 3.420 -8.462 -0.566 0.086
H 3.654 -3.755 -3.427 0.072
H 3.321 6.300 0.480 0.048
H 7.318 5.690 1.604 0.081
H 3.844 -9.557 -5.446 0.080
H 1.938 -4.105 -3.223 0.071
H 6.080 6.885 1.985 0.077
H -4.399 -4.905 -0.307 0.081
H 2.028 1.084 0.695 0.114
H -0.655 0.396 -2.301 0.093
H 0.608 3.205 -0.348 -0.155
```

2S+1: 1
Charge: -1
E_HOMO in hartree: -0.119
E in eV: -84670.285
Energy above the lowest of the compared OMol25 structures with the same formula, charge and spin in kcal per mole: 89.6
Frontier orbital gap in eV: 5.027

No. 3
DFT (ωB97M-V/def2-TZVPD) results for the molecule C23H36NO5P.

XYZ file:
```
66
Properties=species:S:1:pos:R:3:lowdin_charge:R:1
P -0.512 6.616 -2.535 0.418
O -0.470 3.192 -2.126 0.153
O 2.884 1.129 -4.209 0.155
O -1.153 5.906 -1.254 -0.118
O 0.923 6.838 -2.429 -0.240
O -1.312 8.000 -2.660 -0.123
N 1.566 2.205 -2.604 0.050
C 1.778 -0.225 -0.493 -0.211
C 0.231 -3.372 1.095 -0.223
C 3.481 1.603 -1.088 -0.188
C -3.000 -5.340 5.323 -0.230
C 0.130 4.935 -4.665 -0.178
C 2.213 2.048 -3.857 -0.365
C -3.353 -4.518 4.092 -0.215
C -2.344 -4.521 6.436 -0.277
C 0.540 -2.393 -0.038 -0.218
C -1.601 -4.743 2.211 -0.199
C -1.199 -3.886 1.003 -0.226
C -2.144 -3.893 3.381 -0.197
C -2.281 -5.309 7.740 -0.116
C 1.701 4.739 -6.534 -0.037
C 0.481 3.109 -2.828 -0.356
C 2.915 0.690 -0.008 -0.204
C 0.632 5.378 -5.896 -0.007
C -1.018 5.660 -4.011 -0.153
C 2.308 3.622 -5.953 0.017
C 1.808 3.205 -4.728 -0.068
C 0.753 3.824 -4.089 -0.044
C 1.846 -1.613 0.141 -0.216
C 2.522 2.675 -1.559 -0.116
H -1.859 -3.029 0.882 0.104
H -4.016 -3.708 4.393 0.104
H 3.126 3.094 -6.416 0.120
H 1.972 3.077 -0.715 0.133
H -3.899 -5.137 3.384 0.101
H -2.302 -6.131 5.054 0.115
H 2.609 1.249 0.873 0.112
H -2.357 -5.461 1.902 0.099
H -0.284 -1.683 -0.095 0.103
H 0.826 0.241 -0.258 0.109
H 0.403 -2.881 2.051 0.112
H 0.923 -4.210 1.009 0.116
H -1.847 4.987 -3.800 0.104
H 3.852 0.984 -1.899 0.107
H 0.203 6.246 -6.374 0.115
H 2.082 -1.503 1.200 0.107
H -1.391 6.397 -4.717 0.092
H -0.714 -5.289 2.522 0.106
H -1.998 -6.335 7.517 0.070
H 3.730 0.040 0.312 0.106
H -1.288 -4.475 0.090 0.110
H 3.091 3.509 -1.979 0.133
H -1.327 -3.722 4.074 0.095
H -1.856 5.310 -1.544 0.071
H 2.064 5.093 -7.484 0.106
H -2.234 7.874 -2.402 0.081
H 2.667 -2.171 -0.306 0.114
H -1.513 -4.909 8.396 0.065
H 0.562 -2.912 -0.995 0.116
H -2.861 -3.571 6.559 0.109
H 4.349 2.113 -0.672 0.114
H -2.455 -2.932 2.982 0.103
H -1.325 -4.276 6.150 0.094
H 1.861 -0.354 -1.570 0.109
H -3.221 -5.298 8.282 0.069
H -3.901 -5.790 5.737 0.109
```

2S+1: 1
Charge: 0
E_HOMO in hartree: -0.361
E in eV: -45454.746
Structure (SMILES): CCCCCCCCCCCCCCN1C(=O)c2cccc(CP(=O)(O)O)c2C1=O
Frontier orbital gap in eV: 9.518